9 unconnected molecules or ions with the total composition C22H32Br10F4O12, computed with ωB97M-V with the def2-TZVPD basis set.

Structure (ORCA input):
```
! RIJCOSX wB97M-V def2-TZVPD def2/J DEFGRID3
* xyz 0 1
O -18.807 -17.963 -2.245
C -19.740 -18.768 -2.394
O -19.909 -19.447 -3.540
C -20.976 -20.372 -3.316
C -21.450 -20.044 -1.867
F -21.379 -21.055 -0.944
O -20.721 -18.963 -1.502
H -21.734 -20.129 -4.051
H -20.576 -21.358 -3.427
H -22.501 -19.607 -1.948
O -23.381 -17.799 -4.323
C -22.821 -16.828 -4.039
O -23.142 -15.565 -4.432
C -22.050 -14.677 -4.099
C -21.280 -15.509 -3.031
F -21.510 -15.160 -1.732
O -21.734 -16.783 -3.228
H -21.518 -14.577 -5.081
H -22.377 -13.689 -3.660
H -20.240 -15.315 -3.079
O -14.640 -10.467 -0.953
C -15.475 -10.603 -0.112
O -16.731 -10.973 -0.233
C -17.366 -10.912 1.050
C -16.170 -10.737 2.038
F -15.821 -11.956 2.557
O -15.173 -10.272 1.209
H -18.034 -10.007 1.061
H -17.958 -11.787 1.256
H -16.323 -10.067 2.903
O -18.282 -13.264 -5.996
C -17.847 -13.826 -5.053
O -16.753 -14.600 -5.153
C -16.572 -15.399 -3.952
C -17.573 -14.688 -2.998
F -16.783 -13.925 -2.075
O -18.379 -13.862 -3.808
H -16.926 -16.421 -4.133
H -15.557 -15.381 -3.620
H -18.166 -15.373 -2.375
Br -18.506 -15.561 -10.096
C -19.233 -15.816 -8.240
C -18.351 -16.724 -7.508
Br -19.200 -17.407 -5.926
H -20.222 -16.183 -8.407
H -19.342 -14.823 -7.852
H -17.409 -16.311 -7.171
H -18.204 -17.574 -8.133
Br -18.174 -10.196 -9.664
C -19.491 -10.911 -8.377
C -20.409 -11.786 -9.132
Br -21.735 -12.747 -8.064
H -20.053 -10.029 -8.047
H -19.054 -11.379 -7.464
H -19.860 -12.594 -9.600
H -21.103 -11.294 -9.797
Br -13.667 -17.130 -0.978
C -15.451 -16.723 -0.059
C -15.356 -15.336 0.401
Br -17.150 -14.998 1.078
H -15.353 -17.436 0.712
H -16.112 -16.927 -0.863
H -15.145 -14.619 -0.380
H -14.719 -15.268 1.283
Br -14.538 -9.576 -6.162
C -16.397 -10.112 -5.694
C -16.972 -9.211 -4.616
Br -18.913 -9.530 -4.639
H -16.329 -11.127 -5.424
H -17.091 -10.087 -6.540
H -16.859 -8.186 -4.974
H -16.564 -9.466 -3.655
Br -11.326 -15.301 -5.300
C -12.294 -13.977 -4.120
C -13.451 -13.491 -4.906
Br -14.537 -12.524 -3.513
H -11.633 -13.138 -3.901
H -12.587 -14.526 -3.228
H -14.170 -14.222 -5.252
H -13.135 -12.831 -5.751
*
```

Results
Structure (SMILES): O=C1OC[C@@H](F)O1.O=C1OC[C@@H](F)O1.O=C1OC[C@@H](F)O1.O=C1OC[C@@H](F)O1.BrCCBr.BrCCBr.BrCCBr.BrCCBr.BrCCBr
Relative energy (zero: lowest compared OMol25 entry of this formula, charge and spin): 0.035 eV
Calculated total energy: -27900.03873 a.u.
LUMO energy: 0.21 eV
Orbital gap: 10.3 eV

=====

C22H32BrN3O5S in the gas phase, computed with ωB97M-V with the def2-TZVPD basis set.

Structure (ORCA input):
```
! RIJCOSX wB97M-V def2-TZVPD def2/J DEFGRID3
* xyz 0 1
C -2.393 -0.826 -3.006
C -3.667 -0.996 -2.192
O -4.486 0.153 -2.356
C -5.876 -0.076 -2.327
C -6.459 -0.293 -0.924
C -6.383 0.975 -0.073
N -5.011 1.340 0.185
C -4.536 1.541 1.425
O -5.242 1.518 2.416
C -3.030 1.770 1.542
C -2.377 0.437 1.937
C -0.878 0.628 2.154
N -0.239 1.229 0.999
S 0.116 0.177 -0.241
O -0.663 -1.030 -0.224
O 0.119 0.918 -1.473
C 1.858 -0.193 0.023
C 2.717 0.892 -0.078
C 4.077 0.690 -0.212
Br 5.230 2.189 -0.314
C 4.623 -0.588 -0.326
C 3.769 -1.659 -0.228
C 2.400 -1.464 0.003
N 1.740 -2.681 0.121
C 0.771 -2.883 1.082
O 0.591 -2.076 1.966
C -0.009 -4.169 0.947
C -1.467 -3.910 1.316
C 2.610 -3.723 -0.418
C 4.034 -3.133 -0.333
C -0.839 2.488 0.599
C -2.330 2.324 0.302
H -2.637 -0.677 -4.055
H -1.777 -1.714 -2.898
H -1.818 0.025 -2.653
H -3.411 -1.135 -1.132
H -4.213 -1.886 -2.534
H -6.320 0.820 -2.772
H -6.125 -0.939 -2.962
H -7.503 -0.591 -1.028
H -5.920 -1.100 -0.424
H -6.892 1.796 -0.594
H -6.864 0.824 0.897
H -4.402 1.311 -0.620
H -2.895 2.473 2.373
H -2.837 0.054 2.849
H -2.520 -0.294 1.139
H -0.393 -0.331 2.328
H -0.693 1.283 3.011
H 2.295 1.884 -0.075
H 5.681 -0.720 -0.493
H 0.418 -4.914 1.625
H 0.062 -4.541 -0.075
H -2.056 -4.817 1.208
H -1.867 -3.137 0.665
H -1.535 -3.559 2.342
H 2.339 -3.917 -1.462
H 2.509 -4.646 0.151
H 4.561 -3.487 0.556
H 4.633 -3.386 -1.207
H -0.312 2.828 -0.292
H -0.679 3.204 1.411
H -2.411 1.631 -0.538
H -2.758 3.285 0.012
*
```

Results
Structure (SMILES): CCOCCCNC(=O)C1CCN(S(=O)(=O)c2cc(Br)cc3c2N(C(=O)CC)CC3)CC1
Relative energy (zero: lowest compared OMol25 entry of this formula, charge and spin): 0.300 eV
Calculated total energy: -4370.21355 a.u.
LUMO energy: 0.44 eV
Orbital gap: 9.0 eV

=====

A molecular structure, C22H32CaClN9O2, computed with ωB97M-V with the def2-TZVPD basis set.

Structure (ORCA input):
```
! RIJCOSX wB97M-V def2-TZVPD def2/J DEFGRID3
* xyz 0 1
Ca 0.293 -0.065 -0.723
C -3.921 0.608 4.636
C -3.311 0.010 3.364
C -3.918 -1.351 3.055
C -1.801 -0.010 3.478
C -1.075 -1.165 3.720
C 0.313 -1.125 3.868
C 1.014 0.068 3.773
C 2.509 0.123 3.976
C 0.284 1.227 3.502
C -1.089 1.185 3.360
H -5.010 0.671 4.550
H -3.536 1.610 4.841
H -3.685 -0.018 5.503
H -3.547 0.671 2.525
H -3.775 -2.051 3.884
H -3.487 -1.786 2.150
H -4.995 -1.247 2.903
H -1.584 -2.120 3.781
H 0.857 -2.045 4.061
H 3.028 0.526 3.101
H 2.912 -0.869 4.187
H 2.772 0.764 4.819
H 0.808 2.172 3.403
H -1.631 2.104 3.152
N 1.874 3.788 -0.620
C 1.796 2.449 -0.702
O 1.286 1.801 0.235
C 2.356 1.797 -1.972
C 2.407 0.262 -1.866
H 1.382 4.248 0.128
H 2.137 4.315 -1.433
H 3.312 2.291 -2.205
H 1.674 2.096 -2.776
H 3.309 -0.025 -1.301
H 2.528 -0.166 -2.873
N 2.475 -1.898 1.456
C 2.222 -2.683 0.397
N 2.993 -3.759 0.249
C 2.692 -4.497 -0.809
N 3.390 -5.634 -0.997
N 1.745 -4.214 -1.728
C 1.065 -3.116 -1.485
N 1.205 -2.324 -0.421
C 0.054 -2.708 -2.558
C -0.109 -3.488 -3.684
C -1.013 -3.065 -4.648
C -1.708 -1.888 -4.454
C -1.465 -1.158 -3.304
N -0.588 -1.557 -2.379
H 3.228 -2.153 2.068
H 1.913 -1.099 1.694
H 4.142 -5.858 -0.373
H 3.222 -6.185 -1.818
H 0.460 -4.400 -3.784
H -1.168 -3.653 -5.543
H -2.426 -1.527 -5.178
H -1.974 -0.224 -3.102
Cl -2.204 -0.210 0.127
N -1.817 4.029 -2.455
C -1.500 2.959 -1.652
N -2.014 2.950 -0.391
O -0.720 2.102 -2.053
H -2.667 4.541 -2.297
H -1.545 3.908 -3.416
H -2.771 3.578 -0.180
H -2.069 2.026 0.043
*
```

Results
Relative energy (zero: lowest compared OMol25 entry of this formula, charge and spin): 0.630 eV
Calculated total energy: -2638.88884 a.u.
LUMO energy: 0.19 eV
Orbital gap: 6.3 eV

=====

Computed values of max |F| (unit: eV/Å) for the preceding records, in sequence: 4.8; 1.0; 1.0.